## one
20
Properties=species:S:1:pos:R:3:lowdin_spin:R:1 method="wB97M-V/def2-TZVPD" orbital_gap_ev="14.118 / 4.462" charge=+2 multiplicity=2 homo_energy_ev="-21.52 / -20.74"
C 0.143 -2.205 -0.953 0.09
C 0.426 -0.714 -1.155 0.14
N 0.600 -0.011 0.139 0.13
C 0.684 1.490 0.173 0.08
C -0.613 2.119 -0.302 0.07
H 0.278 -2.772 -1.867 0.00
H 0.836 -2.609 -0.203 0.00
H -0.863 -2.240 -0.515 0.04
H -0.406 -0.265 -1.708 0.00
H 1.359 -0.601 -1.763 0.09
H -0.238 -0.390 0.767 0.03
H 1.457 -0.292 0.614 0.00
H 0.965 1.791 1.187 0.02
H 1.550 1.764 -0.455 0.06
H -0.563 2.526 -1.321 0.03
H -0.854 3.018 0.283 0.01
H -1.460 1.451 -0.149 0.01
H -1.550 -0.103 2.589 0.00
H -0.649 -1.252 2.658 0.00
O -1.102 -0.705 1.981 0.19

***

## two
20
Properties=species:S:1:pos:R:3:lowdin_spin:R:1 method="wB97M-V/def2-TZVPD" orbital_gap_ev="13.791 / 4.032" charge=+2 multiplicity=2 homo_energy_ev="-21.29 / -20.27"
C 0.454 -0.414 -1.714 0.03
C -0.689 -0.037 -0.807 0.07
N -0.135 0.969 0.361 0.04
C 0.892 1.951 -0.193 0.01
C -1.380 -1.130 -0.101 0.15
H 1.358 -0.664 -1.149 0.01
H 0.121 -1.291 -2.270 0.00
H 0.691 0.363 -2.444 0.02
H -1.468 0.621 -1.208 0.03
H 0.312 0.468 1.131 0.00
H -0.856 1.599 0.714 0.00
H 1.819 1.436 -0.405 0.00
H 0.903 2.799 0.498 0.00
H 0.508 2.334 -1.144 0.00
H -0.652 -1.823 0.329 0.03
H -2.117 -0.846 0.681 0.02
H -2.088 -1.739 -0.738 0.05
H 0.994 -0.916 3.293 0.01
H 0.694 -2.327 2.673 0.00
O 0.640 -1.353 2.491 0.53

***

Which is the most stable structure? two is the most stable.

***

## one
124
Properties=species:S:1:pos:R:3:lowdin_charge:R:1 method="wB97M-V/def2-TZVPD" orbital_gap_ev=6.908 charge=+3 multiplicity=1 homo_energy_ev=-14.81
Hf -0.353 0.348 -0.078 1.64
O -0.842 0.420 1.773 -0.26
C -0.682 1.424 2.654 -0.31
C -0.671 1.092 4.014 0.00
C -0.453 2.045 4.988 -0.03
C -0.305 3.381 4.636 -0.04
C -0.385 3.746 3.310 0.00
C -0.562 2.790 2.297 -0.09
C -0.597 3.237 0.919 -0.26
N -0.168 2.537 -0.138 -0.11
C -0.351 3.335 -1.246 -0.12
C -0.875 4.524 -0.851 -0.02
N -1.018 4.451 0.505 0.17
H -0.814 0.053 4.270 0.12
H -0.385 1.747 6.022 0.13
H -0.147 4.131 5.394 0.12
H -0.259 4.784 3.039 0.12
H -0.065 3.001 -2.228 0.12
H -1.149 5.391 -1.416 0.14
H -1.400 5.187 1.079 0.18
C 4.946 -3.860 -2.316 0.01
C 4.850 -3.503 -0.818 -0.43
C 5.988 -4.184 -0.051 -0.01
C 4.931 -1.991 -0.705 -0.08
C 6.142 -1.306 -0.721 0.02
C 6.199 0.077 -0.683 -0.03
C 5.037 0.820 -0.670 -0.05
C 3.815 0.161 -0.676 -0.27
P 2.251 1.104 -0.719 1.07
C 2.683 2.145 -2.155 -0.37
C 2.711 3.534 -2.213 -0.11
C 3.209 4.164 -3.345 -0.05
C 3.653 3.421 -4.429 -0.04
C 3.560 2.037 -4.401 -0.04
C 3.077 1.405 -3.273 -0.10
C 2.545 1.951 0.881 -0.36
C 2.156 1.174 1.975 -0.13
C 2.453 1.568 3.266 -0.06
C 3.149 2.749 3.480 -0.04
C 3.559 3.513 2.400 -0.04
C 3.264 3.120 1.103 -0.07
C 3.770 -1.227 -0.668 -0.18
O 2.494 -1.763 -0.605 -0.05
C 2.427 -3.093 -0.252 -0.19
C 1.174 -3.499 0.197 -0.26
C 0.962 -4.814 0.588 -0.06
C 2.013 -5.707 0.512 -0.03
C 3.256 -5.291 0.064 0.02
C 3.500 -3.972 -0.309 -0.08
P -0.175 -2.304 -0.028 1.05
C -1.297 -2.884 1.293 -0.37
C -0.748 -2.614 2.551 -0.12
C -1.427 -2.950 3.704 -0.05
C -2.675 -3.552 3.610 -0.05
C -3.218 -3.835 2.368 -0.05
C -2.536 -3.503 1.205 -0.08
C -0.548 -2.741 -1.764 -0.37
C -0.959 -3.999 -2.189 -0.06
C -1.152 -4.235 -3.542 -0.03
C -0.892 -3.238 -4.470 -0.04
C -0.467 -1.985 -4.049 -0.06
C -0.313 -1.731 -2.699 -0.15
H 5.914 -3.561 -2.708 0.10
H 4.169 -3.355 -2.889 0.09
H 4.838 -4.932 -2.455 0.10
H 6.951 -3.827 -0.399 0.08
H 5.978 -5.256 -0.219 0.09
H 5.904 -3.991 1.016 0.11
H 7.068 -1.854 -0.760 0.12
H 7.156 0.574 -0.677 0.12
H 5.072 1.898 -0.652 0.12
H 2.365 4.123 -1.379 0.09
H 3.255 5.242 -3.384 0.12
H 4.062 3.920 -5.293 0.12
H 3.870 1.450 -5.252 0.12
H 3.050 0.325 -3.238 0.11
H 1.664 0.211 1.790 0.09
H 2.147 0.962 4.104 0.12
H 3.391 3.061 4.485 0.12
H 4.123 4.418 2.569 0.12
H 3.624 3.717 0.280 0.10
H -0.003 -5.127 0.956 0.11
H 1.862 -6.735 0.803 0.12
H 4.050 -6.015 0.009 0.12
H 0.238 -2.160 2.614 0.11
H -0.981 -2.763 4.671 0.12
H -3.216 -3.801 4.509 0.12
H -4.177 -4.324 2.300 0.12
H -2.957 -3.761 0.246 0.11
H -1.134 -4.788 -1.470 0.12
H -1.510 -5.196 -3.875 0.12
H -1.025 -3.436 -5.522 0.12
H -0.276 -1.211 -4.777 0.12
H -0.011 -0.724 -2.340 0.06
O -2.315 1.298 -0.448 -0.64
S -3.715 1.399 -1.091 1.16
C -4.342 3.046 -0.715 -0.39
C -4.390 3.499 0.594 -0.08
C -5.116 4.642 0.878 -0.04
C -5.786 5.312 -0.136 -0.03
C -5.684 4.880 -1.448 -0.04
C -4.962 3.736 -1.746 -0.07
C -4.839 0.599 0.084 -0.38
C -4.367 0.020 1.249 -0.09
C -5.266 -0.581 2.117 -0.04
C -6.622 -0.577 1.835 -0.03
C -7.082 0.007 0.663 -0.03
C -6.191 0.588 -0.224 -0.06
H -3.887 2.954 1.380 0.12
H -5.193 4.990 1.895 0.12
H -6.398 6.167 0.103 0.12
H -6.188 5.417 -2.235 0.12
H -4.899 3.373 -2.761 0.12
H -3.312 0.074 1.498 0.10
H -4.900 -1.039 3.020 0.11
H -7.324 -1.027 2.520 0.12
H -8.137 0.019 0.448 0.12
H -6.550 1.032 -1.140 0.13
C -3.406 -1.684 -1.984 -0.08
O -2.568 -1.212 -0.915 -0.28
H -4.419 -1.295 -1.879 0.09
H -3.451 -2.774 -2.003 0.09
H -2.977 -1.340 -2.921 0.09
H -3.053 -1.395 -0.091 0.05

***

## two
124
Properties=species:S:1:pos:R:3:lowdin_charge:R:1 method="wB97M-V/def2-TZVPD" orbital_gap_ev=5.719 charge=+3 multiplicity=1 homo_energy_ev=-14.90
Hf 0.791 -0.158 -0.352 1.75
O 0.674 0.548 1.459 -0.32
C 1.881 0.900 1.977 -0.32
C 2.271 2.235 2.076 0.01
C 3.517 2.533 2.597 -0.03
C 4.377 1.515 3.011 -0.03
C 3.986 0.191 2.924 0.00
C 2.730 -0.124 2.411 -0.10
C 2.146 -1.460 2.409 -0.28
N 1.254 -1.913 1.533 0.02
C 0.871 -3.158 1.999 -0.11
C 1.536 -3.445 3.144 -0.03
N 2.349 -2.367 3.378 0.17
H 1.584 3.015 1.774 0.12
H 3.828 3.565 2.689 0.12
H 5.349 1.764 3.411 0.12
H 4.655 -0.597 3.246 0.12
H 0.147 -3.779 1.509 0.11
H 1.499 -4.300 3.792 0.14
H 2.937 -2.226 4.189 0.18
C 1.167 -3.841 -7.511 -0.01
C 1.760 -2.763 -6.593 -0.42
C 2.946 -2.077 -7.299 0.01
C 0.707 -1.713 -6.265 -0.08
C -0.177 -1.207 -7.215 0.02
C -1.084 -0.204 -6.908 -0.03
C -1.129 0.339 -5.634 -0.05
C -0.253 -0.141 -4.664 -0.26
P -0.067 0.592 -3.018 1.08
C 1.426 1.628 -3.218 -0.36
C 2.481 1.582 -2.309 -0.15
C 3.643 2.312 -2.501 -0.05
C 3.767 3.114 -3.625 -0.03
C 2.738 3.162 -4.554 -0.02
C 1.586 2.413 -4.360 -0.06
C -1.597 1.557 -2.880 -0.39
C -1.782 2.820 -3.437 -0.10
C -3.016 3.446 -3.341 -0.04
C -4.073 2.809 -2.702 -0.04
C -3.894 1.546 -2.158 -0.06
C -2.659 0.918 -2.241 -0.11
C 0.634 -1.154 -5.003 -0.20
O 1.468 -1.522 -3.976 -0.03
C 2.041 -2.759 -4.076 -0.19
C 2.397 -3.332 -2.861 -0.26
C 3.091 -4.544 -2.863 -0.07
C 3.368 -5.164 -4.068 -0.03
C 2.934 -4.599 -5.258 0.02
C 2.249 -3.391 -5.293 -0.07
P 1.869 -2.569 -1.302 1.06
C 0.235 -3.343 -0.952 -0.36
C -0.022 -4.657 -1.326 -0.05
C -1.266 -5.238 -1.102 -0.02
C -2.287 -4.505 -0.518 -0.02
C -2.070 -3.180 -0.165 -0.05
C -0.828 -2.611 -0.387 -0.19
C 3.284 -3.013 -0.237 -0.40
C 4.319 -2.079 -0.247 -0.11
C 5.484 -2.339 0.454 -0.06
C 5.625 -3.525 1.162 -0.05
C 4.598 -4.460 1.158 -0.05
C 3.427 -4.208 0.456 -0.11
H 0.840 -3.410 -8.455 0.09
H 0.316 -4.336 -7.041 0.11
H 1.911 -4.592 -7.763 0.09
H 2.615 -1.613 -8.228 0.10
H 3.718 -2.808 -7.539 0.10
H 3.388 -1.305 -6.667 0.10
H -0.159 -1.598 -8.222 0.12
H -1.757 0.161 -7.671 0.12
H -1.843 1.113 -5.400 0.11
H 2.510 0.990 -1.371 0.04
H 4.446 2.253 -1.778 0.12
H 4.669 3.688 -3.781 0.13
H 2.837 3.771 -5.442 0.13
H 0.810 2.419 -5.115 0.11
H -0.973 3.318 -3.956 0.11
H -3.157 4.426 -3.774 0.12
H -5.036 3.294 -2.637 0.12
H -4.723 1.042 -1.678 0.11
H -2.529 -0.080 -1.829 0.09
H 3.421 -4.989 -1.937 0.10
H 3.915 -6.095 -4.084 0.12
H 3.148 -5.117 -6.182 0.13
H 0.758 -5.234 -1.806 0.11
H -1.433 -6.266 -1.389 0.13
H -3.251 -4.961 -0.343 0.13
H -2.852 -2.595 0.295 0.10
H -0.800 -1.601 0.074 0.05
H 4.229 -1.167 -0.839 0.10
H 6.292 -1.619 0.434 0.12
H 6.541 -3.732 1.698 0.12
H 4.716 -5.395 1.690 0.12
H 2.634 -4.944 0.445 0.11
O -1.827 2.060 0.812 -0.43
S -1.908 1.787 2.332 1.13
C -2.994 3.062 2.947 -0.36
C -2.470 4.351 2.897 -0.08
C -3.225 5.408 3.374 -0.05
C -4.482 5.172 3.916 -0.04
C -4.987 3.881 3.981 -0.04
C -4.246 2.814 3.494 -0.05
C -2.947 0.346 2.461 -0.41
C -3.949 0.130 1.519 -0.08
C -4.789 -0.960 1.674 -0.06
C -4.618 -1.820 2.757 -0.05
C -3.601 -1.607 3.677 -0.05
C -2.753 -0.517 3.530 -0.07
H -1.484 4.526 2.486 0.11
H -2.831 6.413 3.334 0.12
H -5.064 5.999 4.298 0.12
H -5.961 3.701 4.412 0.12
H -4.645 1.812 3.555 0.11
H -4.069 0.827 0.699 0.10
H -5.588 -1.132 0.969 0.12
H -5.288 -2.659 2.884 0.12
H -3.478 -2.276 4.517 0.12
H -1.968 -0.326 4.251 0.12
C 0.318 3.253 -0.850 -0.04
O 0.113 1.851 -0.509 -0.43
H 0.185 3.418 -1.911 0.07
H 1.325 3.543 -0.554 0.09
H -0.416 3.838 -0.303 0.11
H -0.784 1.883 0.178 -0.03

***

Which is the most stable structure? one is the most stable.

***

## one
12
Properties=species:S:1:pos:R:3:nbo_charge:R:1 method="wB97M-V/def2-TZVPD" orbital_gap_ev=9.114 charge=+1 multiplicity=1 homo_energy_ev=-15.50
C 1.901 0.682 -0.005 0.16
C 1.544 -0.710 -0.056 0.37
C -1.856 0.891 -0.003 -0.53
N 1.686 1.823 0.093 -0.12
N 2.215 -1.702 -0.089 -0.50
N -0.077 -0.703 -0.093 -0.20
N -0.493 0.460 -0.061 0.09
H -1.969 1.559 0.943 0.31
H -2.777 0.300 -0.177 0.25
H -1.860 1.631 -0.756 0.28
H 2.316 -2.714 0.033 0.47
H -0.630 -1.518 0.171 0.42

***

## two
12
Properties=species:S:1:pos:R:3:nbo_charge:R:1 method="wB97M-V/def2-TZVPD" orbital_gap_ev="7.761 / 7.759" charge=+1 multiplicity=1 homo_energy_ev="-14.22 / -14.22"
C -1.795 0.135 -0.027 0.05
C 0.573 -0.473 0.011 0.31
C 1.861 -0.239 -0.017 -0.40
N -1.586 -1.146 -0.003 -0.04
N -0.486 2.092 0.021 -0.18
N -0.327 -1.478 0.025 -0.39
N -0.682 0.897 -0.003 0.01
H -2.801 0.524 -0.044 0.26
H 2.274 0.757 -0.063 0.25
H 2.592 -1.034 0.004 0.28
H 0.475 2.433 0.060 0.38
H -0.099 -2.468 0.036 0.45

***

Which is the most stable structure? two is the most stable.

***

## one
11
Properties=species:S:1:pos:R:3:nbo_charge:R:1 method="wB97M-V/def2-TZVPD" orbital_gap_ev=8.101 charge=-1 multiplicity=1 smiles="O=CCNC(=O)[O-]" homo_energy_ev=-4.14
O 1.853 0.909 -1.655 -0.60
C 1.249 0.196 -0.860 0.42
C -0.018 0.820 -0.342 -0.32
N -0.678 0.232 0.771 -0.73
C -0.950 -1.259 0.743 0.87
O -1.651 -1.539 1.746 -0.79
O -0.484 -1.961 -0.150 -0.78
H 1.542 -0.828 -0.613 0.16
H 0.117 1.881 0.003 0.20
H -0.587 1.000 -1.322 0.20
H -0.393 0.549 1.678 0.37

***

## two
11
Properties=species:S:1:pos:R:3:nbo_charge:R:1 method="wB97M-V/def2-TZVPD" orbital_gap_ev=8.717 charge=-1 multiplicity=1 homo_energy_ev=-4.43
C -1.439 0.427 0.313 0.69
C -0.049 0.161 -0.336 0.30
C 1.067 -1.052 0.615 -0.63
N 0.630 1.135 -1.136 -0.37
O -1.765 -0.376 1.256 -0.78
O -2.068 1.418 -0.057 -0.75
O -0.021 0.025 -1.703 -0.40
H 1.515 -0.455 1.513 0.20
H 1.767 -1.365 -0.126 0.18
H 0.444 -1.859 0.844 0.21
H -0.081 1.942 -1.184 0.34

***

## three
11
Properties=species:S:1:pos:R:3:nbo_charge:R:1 method="wB97M-V/def2-TZVPD" orbital_gap_ev=5.763 charge=-1 multiplicity=1 homo_energy_ev=-2.11
C 2.158 0.025 0.752 1.05
C -1.268 -0.733 -0.469 -0.11
C -1.170 0.779 -0.788 -0.70
N 0.011 -1.019 0.248 -0.51
O 1.627 0.875 1.286 -0.53
O 2.960 -0.704 0.343 -0.59
O -1.220 -0.771 0.971 -0.46
H -0.969 1.338 0.204 0.19
H -2.166 1.105 -1.297 0.17
H -0.349 1.040 -1.378 0.18
H 0.386 -1.935 0.129 0.32

***

Which is the most stable structure? one is the most stable.